# 1
{
  "formula": "C75H171N7O14",
  "method": "ωB97M-V with the def2-TZVPD basis set",
  "symbols": ["C", "C", "C", "C", "C", "C", "N", "O", "C", "C", "C", "H", "H", "H", "H", "H", "H", "H", "H", "H", "H", "H", "H", "H", "H", "H", "H", "H", "H", "H", "C", "C", "C", "C", "C", "C", "N", "O", "C", "C", "C", "H", "H", "H", "H", "H", "H", "H", "H", "H", "H", "H", "H", "H", "H", "H", "H", "H", "H", "H", "C", "C", "C", "C", "C", "C", "N", "O", "C", "C", "C", "H", "H", "H", "H", "H", "H", "H", "H", "H", "H", "H", "H", "H", "H", "H", "H", "H", "H", "H", "C", "C", "C", "C", "C", "C", "N", "O", "C", "C", "C", "H", "H", "H", "H", "H", "H", "H", "H", "H", "H", "H", "H", "H", "H", "H", "H", "H", "H", "H", "C", "C", "C", "C", "C", "C", "N", "O", "C", "C", "C", "H", "H", "H", "H", "H", "H", "H", "H", "H", "H", "H", "H", "H", "H", "H", "H", "H", "H", "H", "C", "C", "C", "C", "C", "C", "N", "O", "C", "C", "C", "H", "H", "H", "H", "H", "H", "H", "H", "H", "H", "H", "H", "H", "H", "H", "H", "H", "H", "H", "C", "C", "C", "C", "C", "C", "N", "O", "C", "C", "C", "H", "H", "H", "H", "H", "H", "H", "H", "H", "H", "H", "H", "H", "H", "H", "H", "H", "H", "H", "O", "H", "H", "C", "C", "O", "H", "H", "H", "H", "H", "H", "C", "C", "O", "H", "H", "H", "H", "H", "H", "C", "C", "O", "H", "H", "H", "H", "H", "H", "C", "C", "O", "H", "H", "H", "H", "H", "H", "C", "C", "O", "H", "H", "H", "H", "H", "H", "C", "C", "O", "H", "H", "H", "H", "H", "H"],
  "xyz": [[4.8095, 5.9216, 3.9887], [5.6808, 5.4856, 2.7424], [6.6184, 4.4452, 3.2306], [6.0410, 3.0839, 3.3975], [5.3130, 2.6784, 2.1047], [4.2090, 3.6783, 1.7002], [4.8951, 4.9500, 1.6299], [4.0223, 5.9925, 1.1786], [3.7255, 3.2831, 0.3299], [3.0615, 3.7018, 2.6903], [6.4946, 6.6081, 2.2225], [4.1836, 6.7581, 3.7801], [5.4995, 6.3895, 4.7049], [4.0988, 5.2531, 4.4211], [7.4579, 4.3344, 2.4721], [7.1765, 4.7749, 4.0964], [5.4165, 2.9788, 4.2710], [6.8751, 2.3613, 3.4783], [4.8804, 1.6635, 2.1881], [6.0174, 2.5322, 1.2884], [3.8291, 2.2454, 0.1386], [2.7040, 3.6241, 0.2110], [4.2381, 3.9228, -0.3652], [3.5259, 3.5529, 3.6367], [2.5880, 4.7106, 2.7598], [2.3509, 2.9720, 2.4295], [7.0833, 7.0173, 3.0690], [5.9529, 7.3918, 1.7724], [7.1935, 6.2283, 1.4913], [3.1179, 5.7235, 1.3952], [-4.1679, 4.0502, -6.0096], [-4.0584, 2.7239, -5.2871], [-2.8889, 2.8643, -4.1897], [-2.8759, 1.6544, -3.2528], [-4.3102, 1.4233, -2.6629], [-5.3577, 1.1534, -3.7233], [-5.2939, 2.4142, -4.6324], [-6.2913, 2.2109, -5.7022], [-5.0519, -0.1887, -4.4548], [-6.7944, 1.1563, -3.1471], [-3.6645, 1.7427, -6.3633], [-3.2045, 4.3305, -6.4562], [-4.5908, 4.8696, -5.3836], [-4.8132, 4.0445, -6.9111], [-1.9170, 2.9648, -4.6875], [-3.0227, 3.8502, -3.6433], [-2.0281, 1.7622, -2.5389], [-2.5870, 0.7606, -3.9164], [-4.6405, 2.3749, -2.1250], [-4.3797, 0.6312, -1.8767], [-5.6598, -0.2178, -5.3359], [-4.0356, -0.1858, -4.8680], [-5.2410, -1.0019, -3.7363], [-7.0211, 2.1252, -2.7819], [-7.4695, 0.8426, -3.9158], [-6.9627, 0.5033, -2.3021], [-3.1991, 0.8467, -5.9076], [-2.9341, 2.1210, -7.0375], [-4.5530, 1.3773, -6.9248], [-7.1074, 2.6490, -5.3606], [3.9429, -1.2679, -7.5227], [2.9172, -2.4709, -7.5021], [2.9494, -3.2306, -6.1694], [2.3954, -2.4597, -4.9953], [0.9453, -2.2186, -5.2625], [0.7295, -1.4795, -6.5726], [1.4507, -2.1619, -7.7165], [1.2149, -1.3758, -8.9074], [-0.7307, -1.4547, -6.9373], [1.2402, -0.0345, -6.3686], [3.2546, -3.3671, -8.6462], [4.8999, -1.6915, -7.6892], [3.8975, -0.6060, -6.6523], [3.6555, -0.6025, -8.3790], [2.3732, -4.1122, -6.2668], [4.0223, -3.5038, -5.9659], [2.9469, -1.5101, -4.8606], [2.5230, -3.0521, -4.0979], [0.3971, -1.7093, -4.4520], [0.4088, -3.1578, -5.2888], [-0.9602, -2.4754, -7.1720], [-1.3945, -1.0639, -6.1286], [-0.9234, -0.7924, -7.7814], [2.1274, 0.0692, -5.8481], [1.4106, 0.4464, -7.3227], [0.4316, 0.5248, -5.8683], [4.1723, -3.9165, -8.4250], [3.3668, -2.9287, -9.5665], [2.4820, -4.0879, -8.6806], [2.0257, -0.8477, -8.8807], [-1.9414, 4.7180, -0.0663], [-1.2890, 5.9920, -0.5752], [-2.3516, 7.0821, -0.6834], [-1.7341, 8.4741, -0.9233], [-0.8964, 8.7955, 0.3038], [0.2651, 7.8237, 0.5982], [-0.3039, 6.4586, 0.5538], [0.7379, 5.5226, 0.6091], [1.3929, 8.0108, -0.4459], [0.7464, 7.9667, 2.0550], [-0.6573, 5.8045, -1.8996], [-2.7662, 4.6075, -0.8136], [-2.3640, 4.8093, 0.9343], [-1.3090, 3.8985, -0.1148], [-3.0658, 6.7961, -1.4439], [-2.8830, 7.2525, 0.3380], [-2.5381, 9.1719, -1.0627], [-1.1485, 8.4602, -1.8463], [-1.5783, 8.8367, 1.2130], [-0.4817, 9.8233, 0.2687], [2.1703, 7.2435, -0.4042], [0.9238, 8.0306, -1.4155], [1.9413, 9.0199, -0.3867], [1.3515, 7.1170, 2.3917], [1.4593, 8.8101, 2.1188], [-0.0607, 8.1831, 2.7269], [0.1925, 5.0995, -1.9211], [-0.2712, 6.7144, -2.2796], [-1.3714, 5.3571, -2.5759], [0.4984, 5.1434, 1.4517], [-4.4756, -5.6413, -0.5608], [-2.9557, -5.4503, -0.8131], [-2.5389, -6.5167, -1.7794], [-2.8927, -6.2660, -3.2418], [-2.4379, -4.8632, -3.6366], [-2.8898, -3.7632, -2.6901], [-2.4899, -4.1769, -1.3612], [-2.8270, -3.0346, -0.5168], [-2.1331, -2.4535, -2.9515], [-4.3986, -3.5658, -2.8851], [-2.1775, -5.7538, 0.4857], [-4.6837, -6.4514, 0.1615], [-5.1270, -5.8420, -1.4233], [-4.8615, -4.7134, -0.1668], [-1.4564, -6.6711, -1.8119], [-2.9416, -7.3867, -1.3189], [-3.9617, -6.3486, -3.5038], [-2.3040, -6.9772, -3.8491], [-2.5413, -4.5789, -4.6766], [-1.3802, -4.8974, -3.4537], [-1.1785, -2.6661, -2.6691], [-2.1198, -2.1174, -4.0044], [-2.4407, -1.7211, -2.1646], [-4.5223, -3.1585, -3.8975], [-4.9673, -4.4521, -2.8993], [-4.8068, -2.8955, -2.1970], [-2.6137, -5.3053, 1.3771], [-1.1805, -5.4258, 0.2725], [-2.1336, -6.8476, 0.6121], [-1.9372, -2.9689, -0.1068], [0.8370, -3.6419, 1.0034], [1.1742, -2.2166, 0.6658], [1.3873, -2.3066, -0.8869], [1.5380, -0.8328, -1.3724], [0.2886, -0.0347, -1.1061], [-0.1148, -0.0270, 0.3619], [-0.1189, -1.4775, 0.8597], [-0.3810, -1.3881, 2.2356], [0.8134, 0.9472, 1.1065], [-1.5473, 0.5073, 0.5722], [2.3375, -1.6209, 1.4252], [-0.0397, -4.0280, 0.4091], [0.6236, -3.6929, 2.1178], [1.7268, -4.2172, 0.7381], [2.2558, -2.9255, -1.0262], [0.4802, -2.7591, -1.3241], [1.8108, -0.8962, -2.4518], [2.3776, -0.3854, -0.9121], [-0.4980, -0.4553, -1.6969], [0.3582, 0.9826, -1.4872], [1.8728, 0.9047, 0.8048], [0.5480, 1.9490, 0.7513], [0.6220, 0.8256, 2.1569], [-2.1940, -0.2195, 0.0779], [-1.8582, 0.6462, 1.6308], [-1.7273, 1.4500, -0.0002], [3.1179, -2.3989, 1.3181], [1.9944, -1.4054, 2.4723], [2.6627, -0.7519, 0.9025], [-1.1809, -1.8674, 2.3373], [-0.2629, -3.3872, 5.2150], [0.6215, -2.4802, 6.0829], [1.8351, -3.2271, 6.6479], [2.9041, -2.2894, 7.2619], [3.2852, -1.2156, 6.2204], [2.1464, -0.4059, 5.7731], [1.1676, -1.4139, 5.2019], [0.0628, -0.7098, 4.7374], [1.6515, 0.5681, 6.9032], [2.6904, 0.4325, 4.6379], [-0.2852, -1.9708, 7.2430], [-1.1457, -2.9212, 4.8626], [-0.4950, -4.2856, 5.8352], [0.2729, -3.8111, 4.3328], [1.4902, -4.0459, 7.2258], [2.2472, -3.7394, 5.7542], [3.7869, -2.9235, 7.5057], [2.4611, -1.8825, 8.1822], [3.7465, -1.6826, 5.3153], [4.1146, -0.6012, 6.5986], [0.7890, 1.1613, 6.6016], [1.5235, 0.0124, 7.8650], [2.3744, 1.4073, 7.0327], [3.1177, -0.2096, 3.8746], [1.8926, 1.0624, 4.2595], [3.5067, 1.0278, 5.1359], [0.2065, -1.6029, 8.1329], [-0.8932, -2.7926, 7.6135], [-0.9604, -1.2391, 6.8430], [0.0643, -0.8251, 3.7800], [-2.7531, -3.1081, 2.4416], [-3.2087, -2.8179, 3.2389], [-3.2575, -2.9331, 1.6438], [5.7992, -6.3091, 2.1061], [5.4687, -5.5728, 0.8168], [4.2534, -5.9702, 0.0922], [6.5549, -5.7090, 2.6499], [6.1383, -7.3364, 1.9267], [4.9046, -6.1948, 2.7948], [6.2886, -5.6621, 0.1028], [5.3858, -4.5600, 1.1155], [3.5798, -6.0608, 0.7283], [-3.1978, 1.1844, 5.4593], [-3.0416, 0.2401, 4.3248], [-2.7875, -1.0886, 4.7610], [-3.3032, 2.2105, 5.0906], [-2.3539, 1.2333, 6.1406], [-4.0299, 0.9286, 6.1338], [-2.1579, 0.5438, 3.7568], [-3.9207, 0.2472, 3.7292], [-1.9226, -1.0264, 5.1331], [2.9418, -9.2392, 1.8548], [1.7896, -8.3376, 2.1754], [2.4054, -7.0131, 2.3394], [3.3439, -9.0363, 0.8507], [2.4488, -10.2474, 1.8478], [3.5973, -9.2380, 2.6945], [1.3563, -8.6682, 3.1156], [0.9764, -8.3392, 1.4822], [1.6518, -6.3771, 2.2507], [6.5798, -0.9856, -2.4630], [5.5331, -0.3426, -1.5502], [5.6767, -0.7756, -0.1658], [6.4662, -2.0990, -2.5923], [7.6124, -0.9390, -2.0506], [6.4842, -0.6830, -3.4928], [4.4702, -0.4392, -1.8063], [5.7131, 0.7290, -1.5504], [5.5213, -1.7247, -0.1725], [-7.1937, -1.6842, 4.5361], [-6.9705, -0.8058, 5.7469], [-7.5696, 0.5217, 5.5607], [-6.7939, -1.2749, 3.6129], [-8.2588, -1.8922, 4.3903], [-6.6970, -2.6365, 4.6065], [-5.9159, -0.6634, 6.0088], [-7.4571, -1.1991, 6.5774], [-8.3210, 0.4853, 4.9372], [-4.5689, 3.0447, 1.9363], [-5.8980, 2.2429, 2.1515], [-6.8599, 3.1666, 2.7301], [-3.7539, 2.4056, 1.8910], [-4.4393, 3.5757, 2.9260], [-4.5882, 3.8221, 1.1559], [-5.8025, 1.3381, 2.7425], [-6.2829, 1.9296, 1.1760], [-7.1221, 2.7774, 3.5738]],
  "mulliken_charge": [-1.822, 1.915, -1.401, -0.500, -1.166, 2.486, -0.104, -0.349, -1.896, -0.611, -1.997, 0.416, 0.440, 0.313, 0.380, 0.499, 0.096, 0.452, -0.018, 0.576, 0.090, 0.009, 0.685, 0.394, -0.175, -0.387, 0.382, 0.393, 0.468, 0.367, -2.061, 2.022, -1.282, 2.284, -1.309, 2.698, -0.127, -0.503, -1.654, -2.459, -1.249, 0.364, 0.382, 0.422, 0.524, -0.166, -0.414, -1.331, 0.302, 0.285, 0.524, -0.195, 0.367, 0.534, 0.573, 0.401, -0.078, 0.479, 0.306, 0.356, -1.470, 1.510, -1.607, -0.183, 0.082, 2.469, -0.021, -0.445, -1.769, -2.040, -2.202, 0.529, 0.280, 0.323, 0.395, 0.451, 0.140, 0.339, -0.723, 0.272, 0.533, -0.106, 0.448, 0.367, 0.439, 0.248, 0.426, 0.428, 0.527, 0.374, -2.220, 2.071, -1.035, -0.766, -1.207, 1.596, -0.445, 0.176, -1.426, -1.703, -1.622, 0.312, 0.498, 0.153, 0.568, 0.296, 0.442, 0.341, 0.316, 0.374, 0.168, 0.383, 0.404, 0.166, 0.397, 0.471, 0.098, 0.535, 0.342, 0.312, -1.766, 1.886, -1.653, -1.019, -1.612, 1.902, 1.225, -0.599, -0.274, -1.953, -2.373, 0.443, 0.334, 0.352, 0.372, 0.589, 0.346, 0.510, 0.562, 0.379, -0.536, 0.249, -0.092, 0.501, 0.348, 0.362, 0.279, 0.714, 0.593, 0.161, -0.504, 1.656, -1.273, 0.474, -0.316, 2.897, 0.482, 2.278, -1.122, -0.223, -0.534, -0.645, -0.582, 0.374, 0.979, -0.838, 0.025, -0.781, -1.106, 0.979, -0.227, 0.283, -0.072, 0.082, -0.733, -0.355, 0.303, -0.686, -0.004, -0.843, -1.356, 1.790, -1.469, -0.768, -1.393, 2.174, 0.364, 0.550, -1.601, -2.320, -1.563, -0.017, 0.660, -0.263, 0.470, 0.295, 0.473, 0.304, 0.390, 0.417, 0.279, 0.264, 0.437, 0.077, 0.254, 0.680, 0.408, 0.531, 0.236, 0.087, -0.526, 0.202, 0.172, -0.960, 0.004, -0.448, 0.411, 0.246, 0.153, 0.360, 0.047, 0.180, -1.525, 1.153, -0.751, 0.437, 0.240, 0.242, -0.623, 0.294, -0.159, -1.133, -0.253, -0.392, 0.273, 0.407, 0.268, 0.316, 0.342, 0.204, -1.347, 0.922, -0.420, 0.313, 0.337, 0.380, -0.514, 0.282, 0.192, -1.207, 0.110, -0.561, 0.253, 0.422, 0.374, -0.070, 0.374, 0.310, -0.418, 0.146, -0.565, -0.102, 0.293, 0.370, -0.078, 0.171, 0.325],
  "e_above_lowest_kcal_mol": 20.1,
  "energy_ev": -119632.24890,
  "homo_energy_ev": -8.070,
  "orbital_gap_ev": 8.403,
  "multiplicity": 1,
  "charge": 0
}

---

# 2
{
  "formula": "C9H19ClSi",
  "method": "ωB97M-V with the def2-TZVPD basis set",
  "symbols": ["C", "C", "C", "C", "C", "C", "C", "C", "C", "Si", "Cl", "H", "H", "H", "H", "H", "H", "H", "H", "H", "H", "H", "H", "H", "H", "H", "H", "H", "H", "H"],
  "xyz": [[1.4525, -0.3205, 2.9935], [0.8580, 0.2840, 2.0272], [-3.7212, 0.2714, -0.0337], [2.3479, 0.3492, -1.9943], [2.5001, 1.9282, -0.0927], [-1.5590, -2.1540, -0.8371], [-2.3100, -0.1094, 0.5495], [1.6048, 0.9960, -0.8505], [-1.4228, -0.6949, -0.5390], [0.7822, -0.3623, 0.3380], [1.6589, -2.1848, 0.2678], [1.7003, 0.1149, 4.0029], [1.6749, -1.2874, 2.7451], [0.3806, 1.3450, 2.0935], [-4.5436, 0.1972, 0.6082], [-3.9102, -0.1835, -0.9527], [-3.3930, 1.3153, -0.3968], [2.9031, -0.5512, -1.8107], [1.6049, 0.1503, -2.8005], [3.0379, 1.0894, -2.3399], [3.3582, 1.3430, 0.1681], [2.0386, 2.3379, 0.7350], [2.7844, 2.6797, -0.7214], [-2.6179, -2.4507, -0.7932], [-1.1866, -2.4429, -1.7695], [-1.0398, -2.9518, -0.1502], [-1.9109, 0.7826, 0.9231], [-2.3374, -0.8462, 1.3326], [0.7672, 1.5842, -1.2372], [-1.5021, -0.2287, -1.4652]],
  "mulliken_charge": [-0.603, -0.185, -1.262, -1.536, -1.910, -1.437, -0.615, 0.800, 0.027, 0.246, -0.329, 0.232, 0.240, 0.264, 0.357, 0.348, 0.308, 0.325, 0.331, 0.443, 0.379, 0.472, 0.574, 0.372, 0.420, 0.230, 0.336, 0.375, 0.286, 0.512],
  "e_above_lowest_kcal_mol": 34.4,
  "energy_ev": -30039.88573,
  "homo_energy_ev": -8.196,
  "orbital_gap_ev": 9.021,
  "multiplicity": 1,
  "charge": 0
}